Entry from OMol25: a gas-phase ion, C7H14N3O2 (charge +1) (ωB97M-V with the def2-TZVPD basis set).

Structure (XYZ):
```
26
Properties=species:S:1:pos:R:3:forces:R:3:mulliken_charge:R:1
O 0.7777 -2.6038 0.3558 -0.2698 0.5684 -0.5334 -0.628
O -0.1564 1.2425 -1.9079 -1.4267 -1.9866 2.4195 -0.183
N 0.7012 0.9108 -2.8175 -2.4013 10.8402 -1.9743 -0.381
N 2.7546 -1.8354 -0.4474 -1.7444 0.4118 0.1502 -0.371
N -1.6033 -0.4570 -0.8275 -2.9320 1.1822 -1.9654 -0.048
C 1.1080 -0.2759 -2.6976 3.2780 -10.2664 2.3349 -0.659
C 1.3571 -1.8433 -0.3947 3.2931 -1.1299 -0.9008 0.312
C -0.2382 0.0447 -0.7764 1.4918 0.4043 -2.4995 0.460
C 0.2095 0.5937 0.5146 -1.8463 0.8465 3.0501 -0.192
C 0.5880 -1.0275 -1.4698 -0.1456 -0.0310 -0.4063 0.011
C -0.3414 -0.2853 1.7429 -0.9427 -0.1270 -2.0337 -1.221
C -0.1760 2.0823 0.7931 1.3245 0.1879 0.7957 -1.321
H 1.2537 0.5000 0.6278 1.4119 0.0493 -0.5332 0.382
H 0.1610 -0.0295 2.7097 -0.8291 -0.0287 -0.9480 0.443
H 3.2710 -2.3026 0.2692 -0.1878 -0.5159 0.4415 0.263
H -1.7802 -1.0325 -1.7097 0.4091 0.6367 1.5322 0.499
H 0.4051 2.7598 0.0660 -0.8491 -0.7277 1.6472 0.338
H 3.3423 -1.2543 -1.0083 -0.3702 0.5168 -0.5523 0.208
H -1.8955 -0.9686 0.0061 0.2167 -0.2932 0.1571 0.344
H 0.0138 2.2077 1.9471 0.1647 0.3258 -2.4461 0.362
H 1.7003 -0.6426 -3.5012 0.2148 -0.8343 -0.2243 0.596
H -2.2665 0.3413 -0.9575 0.3574 -0.4068 0.5042 0.427
H -0.1493 -1.7935 -1.8271 0.8270 0.0633 0.1276 0.341
H -1.2363 2.3150 0.7165 -0.1968 -0.2439 -0.3677 0.345
H -0.0950 -1.3345 1.4310 -0.6542 0.8856 1.1297 0.403
H -1.4905 -0.1101 1.6838 1.8073 -0.3273 1.0950 0.270
```
Positions in Å, forces in eV/Å.

Summary:
LUMO level (alpha / beta)	-3.60 / -6.35	eV
expectation value of S²	2.008
spin multiplicity	3
electronic energy	-16037.578	eV
net charge	+1
HOMO (alpha / beta)	-0.360 / -0.516	Ha
energy relative to the best compared isomer or geometry (same formula, charge and spin)	39.11	kcal/mol

***

Entry from OMol25: a molecular structure, C7H7NO5Sn (ωB97M-V with the def2-TZVPD basis set).

Structure (XYZ):
```
21
Properties=species:S:1:pos:R:3:forces:R:3:mulliken_charge:R:1
Sn 0.0000 0.0000 0.0000 1.8691 -11.5023 0.7783 1.996
O 0.6287 1.0318 -2.7020 -0.7122 -1.0045 2.7900 -0.142
O -1.7211 -3.8482 0.4408 1.6917 3.7142 -0.4379 -0.102
O 0.5998 1.6436 2.3874 -0.8064 -1.9790 -3.1633 -0.122
O -2.6927 1.2170 -0.1604 2.2269 -1.8631 0.2665 -0.129
O 1.7712 -0.7765 0.3767 0.1330 0.4129 2.5418 -0.658
N 3.8617 -1.4069 -0.1333 -3.0712 0.4737 -1.0900 0.092
C -1.2434 -2.8075 0.3181 -1.7879 -4.1102 0.4982 0.096
C 2.5560 -1.2022 -0.4663 6.0701 -1.3560 -0.5769 -0.102
C 0.3664 1.0040 1.4585 2.9047 7.2019 11.6120 0.263
C -1.6477 0.7447 -0.0983 -11.6138 6.7680 -1.0390 -0.231
C 4.7836 -1.8710 -1.1531 0.8556 -0.5018 -1.3512 -0.776
C 0.3839 0.6304 -1.6506 2.8592 3.9696 -11.4279 0.172
C 4.3435 -1.0596 1.1966 0.0890 0.4695 1.1593 -0.745
H 4.7830 -1.1640 -2.0119 0.0735 -0.5103 0.5256 0.350
H 5.4376 -1.2203 1.2971 -0.8548 -0.0493 -0.3516 0.325
H 2.2341 -1.3388 -1.4933 0.3363 -0.4301 -0.3393 0.519
H 3.8222 -1.6625 1.9673 0.3067 0.3526 -0.4202 0.299
H 4.1509 0.0208 1.3876 0.0807 -0.7145 -0.0595 0.289
H 5.8255 -1.9339 -0.7703 -0.9267 0.0932 -0.1009 0.269
H 4.4816 -2.8774 -1.5067 0.2765 0.5656 0.1860 0.337
```
Positions in Å, forces in eV/Å.

Summary:
LUMO level	-9.89	eV
electronic energy	-24904.331	eV
net charge	+2
HOMO	-0.615	Ha
energy relative to the best compared isomer or geometry (same formula, charge and spin)	152.75	kcal/mol